(1)
ORCA calculation (ωB97M-V/def2-TZVPD) on a cluster of 2 separate species, C2HBrCl2F2 in total.

Geometry as XYZ:
```
8
Properties=species:S:1:pos:R:3:forces:R:3:lowdin_charge:R:1
F 0.731422 1.063859 1.282813 0.5663 -0.6811 -0.6752 -0.0277
C 0.635629 0.613398 0.013959 0.0400 1.7247 -0.3798 -0.8502
Cl 2.104836 0.030813 -0.718048 -1.0561 -0.0374 0.7981 0.7027
C -0.428666 1.044733 -0.686228 -0.8989 -0.8599 0.1544 -1.1238
Cl -0.868809 0.372546 -2.226519 0.4617 0.5310 0.5333 0.6022
Br -1.796852 2.138931 0.140823 0.8862 -0.7172 -0.4341 0.6893
F -0.030889 -2.769239 0.682307 -0.0714 0.1254 0.2074 -0.0779
H -0.346670 -2.495042 1.510893 0.0722 -0.0856 -0.2040 0.0853
```
Forces are in eV/Å.

Properties
E_HOMO, eV: -9.582
HOMO-LUMO gap, eV: 9.8
Total charge: 0
SMILES string: F/C(Cl)=C(/Cl)Br.F
E_LUMO, eV: 0.27



(2)
ORCA calculation (ωB97M-V/def2-TZVPD) on a structure of composition C2HBrClIO.

Geometry as XYZ:
```
7
Properties=species:S:1:pos:R:3:forces:R:3:lowdin_charge:R:1
C 0.682213 0.717688 -0.984382 -1.4662 -2.8453 2.2491 -0.8653
C -0.685615 -0.406600 0.812124 1.0250 0.0639 -1.6950 -1.1772
O 1.301763 -0.178478 -1.384967 0.8076 0.5411 -0.9674 -0.0212
Cl 0.732316 2.359449 -0.942648 0.4211 1.8926 -0.3509 0.7580
Br 0.645358 -1.071199 1.979528 -0.4845 0.4485 -0.0565 0.5621
I -1.334773 -1.820310 -0.603651 -0.3392 0.2673 0.6329 0.7727
H -1.341262 0.399449 1.123998 0.0362 -0.3682 0.1879 -0.0289
```
Forces are in eV/Å.

Properties
E_HOMO (spin up / spin down), eV: -8.304 / -8.278
HOMO-LUMO gap (spin up / spin down), eV: 7.7 / 7.8
Total charge: 0
E_LUMO (spin up / spin down), eV: -0.64 / -0.47



(3)
ORCA calculation (ωB97M-V/def2-TZVPD) on a cluster of 2 separate species, C2HBrF2S in total.

Geometry as XYZ:
```
7
Properties=species:S:1:pos:R:3:forces:R:3:lowdin_charge:R:1
C 0.646463 -0.031831 0.444370 1.9364 -2.1040 4.9959 -0.6063
C 0.073778 0.048012 -0.770421 -3.4578 -1.5553 -3.2886 -0.4943
F -0.601571 -0.954723 -1.393185 1.6621 1.9329 1.5998 0.1096
F 0.287931 0.992332 -1.614819 0.0846 0.0910 0.3134 0.2114
S 0.581553 -1.438300 1.453129 -0.1152 2.0589 -1.9308 0.7106
Br -2.285637 0.616705 0.998855 0.8879 -0.0495 -0.5897 -0.0284
H 1.297483 0.767807 0.882074 -0.9980 -0.3740 -1.0999 0.0973
```
Forces are in eV/Å.

Properties
E_HOMO (spin up / spin down), eV: -9.236 / -9.369
HOMO-LUMO gap (spin up / spin down), eV: 5.3 / 5.4
Total charge: 0
E_LUMO (spin up / spin down), eV: -3.94 / -3.99



(4)
ORCA calculation (ωB97M-V/def2-TZVPD) on a cluster of 2 separate species, C2HBrF2S in total.

Geometry as XYZ:
```
7
Properties=species:S:1:pos:R:3:forces:R:3:lowdin_charge:R:1
C 0.520060 -0.427076 0.404269 -1.6643 -4.3393 -2.5477 -0.5392
C 1.117192 0.434323 1.250783 2.6650 2.4400 1.6864 -0.4125
F 1.517981 0.043862 2.436482 -0.3367 0.9768 -1.3853 0.1775
F 1.274731 1.748477 1.045253 -0.6700 -2.5427 0.6537 0.1583
S 0.470040 -2.147021 0.621361 0.2242 2.7107 0.2166 0.7455
Br 3.692840 -0.062338 -0.899972 -0.9068 0.0464 0.6323 -0.2132
H 0.004550 -0.150412 -0.530961 0.6887 0.7082 0.7439 0.0836
```
Forces are in eV/Å.

Properties
E_HOMO (spin up / spin down), eV: -8.867 / -8.926
HOMO-LUMO gap (spin up / spin down), eV: 4.4 / 4.4
Total charge: 0
E_LUMO (spin up / spin down), eV: -4.50 / -4.48



(5)
ORCA calculation (ωB97M-V/def2-TZVPD) on a cluster of 2 separate species, C2HBrFO2 in total.

Geometry as XYZ:
```
7
Properties=species:S:1:pos:R:3:forces:R:3:lowdin_charge:R:1
C 1.839554 0.298038 0.249713 0.1861 -4.5858 -1.6071 -0.4476
C -1.442375 -0.253667 -0.726069 -0.5693 -0.3799 -1.0541 -0.6977
O 2.003767 -0.754303 -0.262631 0.1379 1.8740 0.5137 0.1513
O 1.682275 1.255349 0.832747 -0.2170 2.6503 1.1335 0.2261
F -1.877727 1.064545 -0.373820 0.8051 0.0939 -0.0459 -0.3330
Br -1.868487 -1.272906 0.949207 -0.0625 -0.5368 0.7569 0.2233
H -0.337007 -0.337058 -0.669149 -0.2802 0.8842 0.3030 -0.1224
```
Forces are in eV/Å.

Properties
E_HOMO, eV: -2.105
HOMO-LUMO gap, eV: 5.4
Total charge: -1
E_LUMO, eV: 3.29



(6)
ORCA calculation (ωB97M-V/def2-TZVPD) on a cluster of 2 separate species, C2HBrN2O2 in total.

Geometry as XYZ:
```
8
Properties=species:S:1:pos:R:3:forces:R:3:lowdin_charge:R:1
C 0.765643 0.815473 1.203655 0.5495 -1.0975 0.9357 -0.3340
C 0.321314 0.932822 -0.122772 1.0518 -0.6218 -0.3941 -0.5082
N 0.949253 0.651070 2.346507 -0.0462 0.3338 -1.2955 0.1666
N -0.892549 -1.235351 -0.540045 2.3878 0.3127 -1.8895 -0.2696
O -1.716136 -1.341981 0.271820 -1.0995 -0.9746 0.5658 0.1401
O -0.329162 -1.909128 -1.382010 -1.7018 0.5543 1.7827 0.0165
Br 1.366106 0.426493 -1.691997 -0.6677 1.2605 1.6421 0.7285
H -0.464470 1.660600 -0.085157 -0.4740 0.2326 -1.3472 0.0602
```
Forces are in eV/Å.

Properties
E_HOMO (spin up / spin down), eV: -10.350 / -9.607
HOMO-LUMO gap (spin up / spin down), eV: 8.5 / 8.0
Total charge: 0
E_LUMO (spin up / spin down), eV: -1.85 / -1.62



(7)
ORCA calculation (ωB97M-V/def2-TZVPD) on a structure of composition C2HBrO2.

Geometry as XYZ:
```
6
Properties=species:S:1:pos:R:3:forces:R:3:lowdin_charge:R:1
C 0.141542 1.541804 0.988447 1.6245 -1.2929 -0.4274 -0.7949
C 0.600900 0.460564 0.035817 -3.0440 -1.2474 -1.1188 -0.4079
O 0.480160 1.876922 2.050500 0.4598 0.8501 2.5941 0.1496
O -0.608113 1.895248 0.066307 -0.6298 -0.5560 -1.9978 0.1141
Br 1.980423 0.575854 -1.187080 -0.1748 0.1679 0.3251 0.8114
H -0.130256 -0.451059 -0.178154 1.7643 2.0783 0.6248 0.1276
```
Forces are in eV/Å.

Properties
E_HOMO, eV: -10.508
HOMO-LUMO gap, eV: 9.5
Total charge: 0
E_LUMO, eV: -0.99



(8)
ORCA calculation (ωB97M-V/def2-TZVPD) on the molecule C2HCl.

Geometry as XYZ:
```
4
Properties=species:S:1:pos:R:3:forces:R:3:lowdin_charge:R:1
C 0.336356 -0.738539 -0.266065 0.9445 -1.7813 -1.2168 -0.2991
C 0.135810 -0.698411 -3.480098 0.0386 -0.0183 0.2258 -0.3135
Cl 0.197969 -0.606079 -1.925108 -0.2971 0.5836 1.4203 0.6805
H -0.061651 0.022213 0.375578 -0.6860 1.2160 -0.4292 -0.0680
```
Forces are in eV/Å.

Properties
E_HOMO (spin up / spin down), eV: -8.552 / -8.548
HOMO-LUMO gap (spin up / spin down), eV: 7.6 / 7.6
Total charge: 0
E_LUMO (spin up / spin down), eV: -0.96 / -0.97



(9)
ORCA calculation (ωB97M-V/def2-TZVPD) on a cluster of 2 separate species, C2HCl2F3 in total.

Geometry as XYZ:
```
8
Properties=species:S:1:pos:R:3:forces:R:3:lowdin_charge:R:1
C -1.207551 0.682791 -0.208665 1.0048 -4.9457 -0.1607 -0.2049
C 1.094021 -0.465146 0.167930 -0.4313 1.3099 -1.0031 -1.1848
F -2.044985 -0.298948 0.160897 0.1781 0.3264 -0.5348 0.0547
F -1.301436 0.949640 -1.457340 -0.1312 0.8785 -0.5734 0.1489
F 1.859769 0.594117 0.547758 -0.4263 -0.5049 -0.0982 -0.1175
Cl 0.850850 -1.547929 1.466923 -0.1212 -0.2579 0.2744 0.6367
Cl 1.837966 -1.205961 -1.272652 -0.5759 0.3515 0.6332 0.5656
H -1.088635 1.291436 0.595149 0.5030 2.8423 1.4626 0.1012
```
Forces are in eV/Å.

Properties
E_HOMO (spin up / spin down), eV: -9.131 / -8.943
HOMO-LUMO gap (spin up / spin down), eV: 9.3 / 8.2
Total charge: 0
E_LUMO (spin up / spin down), eV: 0.13 / -0.74



(10)
ORCA calculation (ωB97M-V/def2-TZVPD) on the molecule C2HCl2FOS.

Geometry as XYZ:
```
8
Properties=species:S:1:pos:R:3:forces:R:3:lowdin_charge:R:1
O 0.473033 1.293248 0.938619 -1.0998 -0.2572 -0.5617 -0.0234
C 0.404527 0.698042 -0.265605 0.9491 -0.5008 0.8734 -0.9759
S 1.181046 1.144834 -1.570456 0.4622 0.8737 -0.6306 0.8663
C -0.238236 -0.688501 -0.270886 -0.2897 0.5598 1.7505 -1.2356
F -0.282654 -1.157821 -1.477255 -0.7840 -0.7856 -0.8899 -0.0227
Cl -1.910382 -0.480730 0.474949 0.5045 -0.3514 -0.5430 0.6391
Cl 0.706605 -1.814274 0.752593 -0.2572 0.2928 -0.2030 0.6807
H -0.333939 1.005201 1.418041 0.5149 0.1688 0.2043 0.0715
```
Forces are in eV/Å.

Properties
E_HOMO, eV: -9.559
HOMO-LUMO gap, eV: 8.9
Total charge: 0
SMILES string: OC(=S)C(F)(Cl)Cl
E_LUMO, eV: -0.65



(11)
ORCA calculation (ωB97M-V/def2-TZVPD) on a cluster of 2 separate species, C2HCl2NO in total.

Geometry as XYZ:
```
7
Properties=species:S:1:pos:R:3:forces:R:3:lowdin_charge:R:1
N 2.099959 0.287285 2.743796 1.0862 0.5285 -0.0635 0.2173
C 1.002798 0.016191 2.604515 0.3165 -0.1409 -0.1395 -0.2808
C -0.319144 -0.500434 2.702321 -2.1886 0.8746 1.8343 -0.8727
O -1.211110 0.141462 3.205664 1.0327 -1.0220 -1.2174 0.0830
Cl -0.384897 -2.187175 2.378556 -0.2265 -0.2819 -0.3394 0.7689
Cl 0.326372 0.910103 -0.417831 -1.2532 -2.6175 -2.7701 0.4121
H 0.681919 1.688114 0.401662 1.2330 2.6592 2.6957 -0.3277
```
Forces are in eV/Å.

Properties
E_HOMO, eV: -12.105
HOMO-LUMO gap, eV: 11.0
Total charge: 0
SMILES string: N#CC(=O)Cl.Cl
E_LUMO, eV: -1.10



(12)
ORCA calculation (ωB97M-V/def2-TZVPD) on a structure of composition C2HCl2NO.

Geometry as XYZ:
```
7
Properties=species:S:1:pos:R:3:forces:R:3:lowdin_charge:R:1
C -1.161248 0.134695 0.616803 2.4140 -0.1169 -3.3116 -0.3966
C -0.175875 0.086222 -0.373111 -2.2414 2.6440 -2.1279 -1.2053
N -2.019198 0.124008 1.338625 -3.1963 0.0184 3.1463 0.1805
O 1.231002 -0.541796 0.746131 3.6740 -0.9741 0.9175 0.0296
Cl -0.161473 -1.224255 -1.481144 0.1816 0.3002 0.2383 0.7150
Cl 0.311677 1.724307 -0.964047 -0.2403 -1.5617 0.3141 0.5937
H 1.975115 -0.303181 0.116743 -0.5916 -0.3099 0.8233 0.0829
```
Forces are in eV/Å.

Properties
E_HOMO (spin up / spin down), eV: -7.885 / -11.912
HOMO-LUMO gap (spin up / spin down), eV: 8.2 / 8.3
Spin multiplicity: 3
Total charge: 0
E_LUMO (spin up / spin down), eV: 0.27 / -3.61



So what do the calculations give for calculated total energy? Going down the list: -102611.205; -94799.569; -88399.283; -88398.821; -78944.965; -79201.659; -76225.037; -14601.092; -35283.790; -42734.455; -30671.437; -30666.597 eV.
So what do the calculations give for F_max? Going down the list: 1.77; 3.91; 5.76; 5.30; 4.86; 3.06; 3.47; 2.35; 5.05; 1.86; 4.01; 4.49 eV/Å.